23
Properties=species:S:1:pos:R:3:forces:R:3:nbo_charge:R:1 method="wB97M-V/def2-TZVPD" gap_ev="7.50 / 8.24" mol_weight_g_mol=165.1 fmax_ev_per_a=3.7 e_homo_ev="-7.224 / -8.165" charge=0
P -2.070292 -0.153494 1.667628 -1.3667 -0.7592 2.1921 0.2690
F -3.117701 -0.342105 -0.713254 -0.1353 1.1265 0.7803 -0.3822
O -0.224098 1.995087 0.958085 0.6420 -1.2533 -0.7537 -0.5763
N 0.385828 0.012794 -0.167708 -0.0737 1.9653 -0.1473 -0.4869
C 1.741621 0.467325 -0.286562 3.0133 -1.4136 1.6106 -0.2097
C -0.059582 -1.182503 -0.877190 -1.1716 -0.2489 -0.9054 -0.2218
C 2.030485 1.926048 -0.612022 -1.4264 0.4727 2.2886 -0.6469
C -2.996993 0.555204 0.369875 -0.5126 -0.3340 -1.7549 -0.0891
C -0.373484 0.929227 0.408995 -2.0832 0.3915 0.3908 0.6660
C 0.829133 -2.350909 -0.579065 2.4995 -0.8403 1.5656 -0.6396
H 1.112974 2.287318 -1.145036 1.5960 0.3627 -0.4167 0.2263
H 1.944766 2.405724 0.424291 0.1998 -0.1029 -1.6897 0.2320
H -3.225731 -0.564605 2.608395 1.1956 0.4983 -0.5682 -0.0790
H 0.795838 -2.530419 0.519096 0.2965 0.6480 -0.2924 0.2200
H 1.946287 -2.124787 -0.823128 -2.0099 -0.8946 0.1951 0.2062
H 0.526384 -3.385397 -0.844847 0.0033 0.9985 -1.0424 0.2418
H 3.085173 2.083629 -0.911105 -0.9963 -0.0453 -0.6398 0.2340
H -3.814840 1.310945 0.366442 0.8308 -0.6534 -0.1207 0.1809
H -1.682394 1.042066 2.322611 -0.5438 -0.3769 0.2790 0.0179
H -1.019462 -1.440902 -0.435080 -0.2375 0.2701 -0.3794 0.2462
H 2.262942 0.316922 0.768987 -0.7431 -0.3735 -2.1500 0.1883
H -0.197040 -1.012127 -1.994973 0.2288 0.0628 1.3800 0.2017
H 2.120187 -0.245041 -1.024432 0.7944 0.4994 0.1785 0.2011

***

25
Properties=species:S:1:pos:R:3:forces:R:3:nbo_charge:R:1 method="wB97M-V/def2-TZVPD" gap_ev=7.62 mol_weight_g_mol=261.1 fmax_ev_per_a=4.0 e_homo_ev=-4.973 charge=-1
Nb 2.197803 -1.344143 -1.095430 0.6529 0.4982 -0.1722 1.9408
F 0.256789 -2.818822 1.403543 -0.1176 -1.3633 -2.0773 -0.3939
O 0.776466 2.085179 -1.656019 -0.8866 0.5938 0.4269 -0.5447
O -1.264316 2.958792 -1.199718 0.1186 -0.1040 0.0867 -0.5027
O -0.170446 1.782719 0.375263 -0.1028 0.4846 -0.5063 -0.4723
O -0.803942 -3.928572 -0.347048 2.9005 1.7206 2.1996 -0.6159
C -1.876090 1.543627 2.078032 0.2976 -0.3009 0.1697 -0.6269
C 1.661488 -3.557686 -0.619698 -1.3861 -0.7123 1.5958 -1.0774
C -1.265296 2.429393 1.014419 -0.4092 -0.4944 0.8040 0.0639
C -2.181821 2.709147 -0.141367 -0.4486 0.3844 -0.1592 -0.0941
C -0.128756 2.259400 -0.900622 1.1723 -0.5420 -0.6179 0.9651
C 0.248949 -3.487871 0.126660 -0.2497 -1.3280 -2.1956 0.8746
H 1.840448 -1.726119 -2.842332 -0.4961 -0.2630 -0.2719 -0.4552
H 2.521377 0.411855 -1.427070 0.1626 -0.0630 0.0668 -0.3779
H 0.409891 -0.941890 -0.888240 -0.1397 -0.0107 0.0329 -0.4489
H -2.807313 1.854875 -0.419004 0.0761 -0.0606 0.1934 0.1855
H -1.159043 1.371739 2.884461 -0.0866 0.0676 -0.0422 0.2282
H 2.343132 -1.124640 0.725622 -0.3371 -0.1412 0.1665 -0.4395
H -2.132432 0.561069 1.673399 0.0053 0.1416 -0.0997 0.2353
H 2.483165 -3.962745 0.074501 -1.2799 0.6976 -0.8657 0.2425
H -2.819975 3.577693 0.032341 0.1199 0.0143 -0.1743 0.1878
H 3.948994 -1.816812 -1.246311 0.6641 -0.2052 -0.0157 -0.4924
H -2.774705 1.998772 2.501778 0.0612 0.0630 -0.0571 0.2041
H -0.893194 3.357081 1.464741 -0.0730 0.0565 -0.0958 0.1698
H 1.588826 -4.192043 -1.571903 -0.2180 0.8664 1.6087 0.2442

***

23
Properties=species:S:1:pos:R:3:forces:R:3:nbo_charge:R:1 method="wB97M-V/def2-TZVPD" gap_ev=8.09 mol_weight_g_mol=202.9 fmax_ev_per_a=4.1 e_homo_ev=-19.059 charge=+2
Ga -0.053689 1.223554 -1.035230 -1.1820 2.3258 1.6839 1.7915
O -0.942852 -0.158612 -0.200350 2.9851 -2.0786 -1.8352 -0.7222
O -0.226657 -2.272479 0.333137 0.9830 1.1475 -0.4955 -0.4481
O 1.675939 0.670323 -0.365504 -1.5673 -0.3662 -1.0113 -0.6363
C -1.373556 2.330315 0.129717 0.1905 3.2806 -0.7525 -0.9429
C 0.302702 -1.238826 -0.433091 -0.8757 -2.7103 2.7381 0.3042
C -2.109990 -0.937332 0.078645 -0.8391 -0.3046 0.4999 -0.0976
C 1.524150 -0.627008 0.215703 -0.1132 -0.6370 0.7929 -0.1308
C 2.851940 1.373342 0.018544 1.5768 1.1802 0.3180 -0.2663
C -1.598277 -2.368718 -0.021026 -0.6288 -0.5107 -0.1945 -0.1096
H -2.421658 2.290162 -0.209918 0.5716 -0.7275 -0.0086 0.2814
H 0.557230 -1.671564 -1.416915 -1.0476 1.1482 -0.6422 0.2506
H 2.423623 -1.215454 -0.011165 -0.2843 -0.0057 0.0952 0.2664
H 1.370369 -0.524888 1.300488 0.1235 -0.0856 -0.2921 0.2494
H -2.910386 -0.713824 -0.635053 0.2201 -0.0111 0.1946 0.2419
H -2.096985 -3.025052 0.699609 0.2115 0.0191 -0.3108 0.2682
H -1.092961 3.382839 -0.041737 -0.0985 -0.2678 -0.0786 0.2588
H -1.211774 2.212645 1.213128 0.2210 -0.9921 -0.5620 0.2828
H 2.916049 1.424389 1.114238 -0.1475 -0.0603 -0.3123 0.2334
H -1.711009 -2.738605 -1.052444 0.0229 -0.0851 0.3263 0.2113
H 3.734108 0.862289 -0.390248 -0.3359 0.1248 0.0610 0.2401
H -2.380883 -0.661196 1.105531 -0.0976 -0.1330 -0.3260 0.2385
H 2.774560 2.383704 -0.396062 0.1115 -0.2505 0.1117 0.2351

***

26
Properties=species:S:1:pos:R:3:forces:R:3:nbo_charge:R:1 method="wB97M-V/def2-TZVPD" gap_ev="6.57 / 7.70" s_squared=0.75 mol_weight_g_mol=390.1 multiplicity=2 fmax_ev_per_a=7.4 e_homo_ev="-15.427 / -17.363" charge=+2
Hg 1.128325 -1.144930 -0.311842 2.0053 -7.1264 0.3383 1.1986
Mg -0.416875 -2.131373 1.980311 -0.1512 0.9391 -0.6895 1.5465
O -2.344268 -1.433227 1.778193 0.9544 -0.6818 0.6052 -0.6847
O -1.857842 0.655932 0.866630 -0.1134 0.0420 -0.3679 -0.4935
O 0.177880 -0.281033 1.338480 -1.6016 0.5520 3.0974 -1.0330
O 2.456908 0.105990 -1.138586 1.8541 1.8663 -1.5404 -0.6733
O -0.222854 0.177143 -0.976313 -3.0987 2.1345 0.4298 -0.7808
C -3.207105 -2.015360 0.778926 -0.5000 -0.2800 -0.5929 -0.2820
C 3.847529 0.218917 -0.841064 1.1068 0.0776 0.1166 -0.2570
C 0.398098 1.068308 -1.881002 0.0692 0.9643 -0.5161 -0.1234
C 1.829200 1.356322 -1.457136 0.0295 0.6948 -0.1740 -0.1150
C -2.469437 -0.037474 1.930468 -0.1682 0.6127 0.0312 0.1985
C -0.521523 0.637606 0.734357 -0.0733 1.1777 -0.8319 0.6824
H 1.865909 1.996708 -0.561542 0.0758 -0.1128 -0.2063 0.1908
H -3.009236 -3.091982 0.776184 -0.1232 0.2062 0.0000 0.2126
H -4.250771 -1.835174 1.060878 0.2594 -0.0511 -0.1130 0.2353
H -0.151600 2.020763 -1.940197 0.1098 -0.3001 -0.0159 0.2291
H 4.180497 -0.743934 -0.440509 -0.0534 0.2588 -0.1370 0.2163
H 0.389603 0.610763 -2.882529 -0.1442 0.0123 0.3463 0.2290
H 2.385653 1.844343 -2.269929 -0.1545 -0.1308 0.2168 0.2406
H -2.019459 0.266313 2.882518 -0.0648 -0.2707 -0.1122 0.1994
H -3.529707 0.234516 1.900836 0.2824 0.0169 -0.0108 0.2330
H -0.092001 1.648280 0.737168 -0.1525 -0.2417 -0.2312 0.1830
H 4.008003 1.012191 -0.097198 -0.0453 -0.2267 -0.1785 0.2052
H 4.400567 0.448684 -1.761117 -0.1582 -0.0485 0.2567 0.2235
H -2.975495 -1.588292 -0.205984 -0.1441 -0.0846 0.2793 0.2191

***

21
Properties=species:S:1:pos:R:3:forces:R:3:nbo_charge:R:1 method="wB97M-V/def2-TZVPD" gap_ev=8.23 mol_weight_g_mol=226.1 fmax_ev_per_a=4.0 e_homo_ev=-14.075 charge=+1
I -0.684606 -0.409027 3.089285 -0.2223 -0.0487 -0.9834 0.4877
N 0.723982 2.263232 1.735899 -1.6285 0.5423 -3.6142 -1.0294
C -0.719360 -1.882971 -2.006053 -0.9816 -1.3506 3.1732 -0.5899
C -0.493231 -1.816308 -0.388886 -0.1680 -1.3369 -2.5315 -0.3847
C -0.338610 -0.349790 -0.200726 -0.0839 0.2682 2.0260 -0.1899
C 0.789487 0.176338 -0.927144 0.5873 1.0977 -3.7959 -0.5991
C -0.735600 0.083712 1.097957 0.9691 -0.2538 2.7680 0.2859
C -1.609678 0.515379 0.087201 1.2834 0.4698 -1.1907 -0.5441
H -1.453566 -2.159374 0.028784 0.6620 -0.2307 0.1915 0.2217
H -1.367199 -2.717805 -2.126275 -0.1935 -1.0092 -0.5305 0.2309
H 1.597891 -0.597370 -0.976745 -0.2684 1.2208 0.3759 0.2521
H 0.413850 -2.431737 -0.070688 -1.3719 0.9468 -0.1587 0.2539
H 1.462228 2.130455 2.347041 2.5297 -0.6138 0.6861 0.3829
H 0.422067 0.297226 -2.067611 1.0230 -0.0861 2.5444 0.2460
H -1.605533 1.549416 -0.236256 -0.0240 -0.0331 -0.0464 0.2933
H -2.435251 -0.080292 -0.078168 -2.4486 -0.5460 0.0899 0.2671
H 0.955790 2.753225 0.813918 0.2654 -0.8900 2.0954 0.3869
H 0.201622 2.928938 2.242975 -1.3580 0.9386 0.4741 0.3775
H 0.097943 -1.923216 -2.652845 1.4946 -0.1355 -0.6026 0.2271
H 0.995427 1.179962 -0.544816 0.7994 -0.4585 -0.3404 0.2263
H -1.333807 -1.069637 -2.230813 -0.8652 1.5089 -0.6302 0.1978

***

20
Properties=species:S:1:pos:R:3:forces:R:3:nbo_charge:R:1 method="wB97M-V/def2-TZVPD" gap_ev="2.41 / 7.63" s_squared=0.75 mol_weight_g_mol=99.2 multiplicity=2 fmax_ev_per_a=3.7 e_homo_ev="1.337 / -3.971" charge=-1
N 2.423621 -1.841754 0.121585 1.4168 0.2331 0.5847 -0.8977
C -0.152966 0.884000 0.416589 -0.4669 -0.8014 0.4460 -0.4531
C -0.934298 0.929311 -0.889327 -0.3190 0.0881 -1.2602 -0.4025
C -0.268342 -1.664128 1.220387 1.2914 -1.9744 -0.5762 -1.0251
C 1.783241 -0.593347 0.253577 -0.5633 0.0905 -0.1994 -0.2143
C 0.436122 -0.524340 0.555142 3.0483 2.0796 -0.4826 -0.1830
C -1.760180 2.159856 -1.415807 -0.5336 -0.2224 1.7008 -0.6244
H -1.269959 -1.497075 1.544888 -0.9057 0.5109 -0.0445 0.2095
H -1.585608 -0.027746 -0.960817 1.0302 1.6309 0.0490 0.1965
H 0.296055 -1.900796 2.178936 -0.4429 -0.1942 -0.9903 0.1863
H 3.414108 -1.894436 0.472296 -1.4594 0.3311 -0.4576 0.3236
H 2.480460 0.280826 -0.045236 -1.7350 -1.3225 0.4682 0.1753
H 1.873768 -2.548284 0.577061 0.0329 -0.4628 0.1136 0.3613
H -0.297733 -2.609045 0.529782 0.0700 1.4402 1.3597 0.1919
H -2.605346 2.342162 -0.718169 0.3045 0.0902 -0.3839 0.1878
H -1.301248 3.141915 -1.624987 0.5178 -0.5774 0.5508 0.1961
H -0.867811 0.964585 1.206201 -0.3909 0.5853 1.0016 0.1867
H -2.189745 1.887946 -2.356742 -0.4094 -0.4008 -0.6575 0.1962
H -0.120809 0.854585 -1.585771 0.1900 -0.6694 -0.9583 0.1902
H 0.646676 1.655771 0.520407 -0.6759 -0.4545 -0.2638 0.1987